Entry 1:
19
Properties=species:S:1:pos:R:3 method="wB97M-V/def2-TZVPD" lumo_energy_ev=-4.924 gap_ev=7.61 homo_ev=-12.537 charge=+1
C 0.23794 -0.04624 0.11436
C -1.96710 -0.27669 0.10963
C -0.60024 -2.38951 -0.00422
C 0.29155 2.46482 -0.20721
C 2.47999 -0.43367 0.14279
N -1.62509 1.03866 -0.01609
N -0.70400 -0.96305 0.08960
N -0.27667 1.14653 0.06117
F 2.93117 0.31012 -0.81842
F 2.86505 -0.05220 1.31796
F 2.57644 -1.68309 -0.17768
S -3.41519 -1.01254 0.08825
H 0.15100 -2.62214 0.63232
H -1.60139 -2.72847 0.11214
H -0.45698 -2.67823 -1.00653
H 1.30000 2.23081 -0.62907
H 0.44385 2.97691 0.75689
H -0.38666 2.89727 -0.85949
H -2.24366 1.82073 0.29360

***

Entry 2:
27
Properties=species:S:1:pos:R:3 method="wB97M-V/def2-TZVPD" smiles=COCCCCPS.CC#N lumo_energy_ev=0.505 gap_ev=9.03 homo_ev=-8.524
C 2.65511 -0.12813 0.50917
O 2.84024 1.21853 0.14691
C 1.77408 1.82107 -0.55514
C 0.82341 2.58352 0.35275
C -0.62666 2.58200 -0.11329
C -1.36236 1.31412 0.25742
P -2.91029 1.14452 -0.71934
S -4.03196 -0.21408 0.50905
H 1.81626 -0.26968 1.18127
H 3.53783 -0.42051 1.04454
H 2.50550 -0.75645 -0.35204
H 1.21864 1.08366 -1.11919
H 2.24511 2.49757 -1.24438
H 0.86292 2.10451 1.31912
H 1.16131 3.59502 0.50115
H -0.65279 2.73364 -1.18244
H -1.12618 3.39757 0.37562
H -0.73301 0.44821 0.13895
H -1.64021 1.34815 1.29705
H -2.47960 0.19899 -1.68092
H -3.39071 -0.02073 1.65328
C -0.71853 -4.75370 -0.31133
C 0.15994 -3.62367 -0.53423
N 0.89247 -2.77023 -0.71605
H -0.68222 -5.04455 0.73570
H -1.73668 -4.47774 -0.56479
H -0.40164 -5.59160 -0.92884

***

Entry 3:
30
Properties=species:S:1:pos:R:3 method="wB97M-V/def2-TZVPD" lumo_energy_ev="-3.611 / -6.941" multiplicity=2 gap_ev="9.42 / 6.45" homo_ev="-13.033 / -13.390" charge=+1
C 2.51305 0.42977 0.61609
C 3.97364 0.35975 0.10126
C 1.61508 0.37994 -0.55761
C 1.65803 -0.34439 -1.74058
C 0.23890 0.89361 -0.48370
C -0.50696 0.43827 -1.60505
C -0.28967 1.95431 0.22085
C -1.70546 0.89039 -2.03808
C -1.63599 2.36501 -0.12473
C -2.27355 1.90509 -1.22778
N 0.43527 -0.35486 -2.30831
H 2.31000 -0.36174 1.34131
H 2.27690 1.33512 1.17953
H 4.65081 0.51175 0.94821
H 2.48823 -0.76013 -2.28780
H 0.23057 -0.59853 -3.27606
H 0.37104 2.45392 0.91480
H -2.31990 0.61243 -2.88356
H -1.99547 3.16972 0.50382
H -3.26046 2.25906 -1.49027
H 4.18022 1.10728 -0.65511
H 4.25999 -0.65122 -0.19320
C -2.45647 -2.00703 2.48832
C -1.85252 -2.62881 1.22327
H -3.06766 -2.65012 3.12833
H -1.71293 -1.47574 3.08841
H -3.19260 -1.20835 2.32232
H -1.02197 -3.28489 1.47027
H -1.32638 -1.75465 0.81405
H -2.58374 -2.98496 0.51098

***

Entry 4:
75
Properties=species:S:1:pos:R:3 method="wB97M-V/def2-TZVPD" lumo_energy_ev=-3.992 gap_ev=6.94 homo_ev=-10.927 charge=+1
Lu 3.25283 -0.63914 0.70462
O 3.13324 -5.10408 1.12517
C 2.94211 -3.81288 1.17842
O 3.38225 -3.02864 0.38310
C 2.04776 -3.38036 2.35181
C 1.59986 -4.16369 3.41851
C 1.14840 -3.43402 4.47894
C 1.04527 -2.04578 4.44310
C 1.40231 -1.42388 3.27759
N 1.91730 -2.06308 2.26808
C 1.32081 0.11442 3.06899
O 0.76441 0.84120 3.96772
O 1.77741 0.60120 2.03974
H 3.57039 -5.30624 0.29422
H 1.78298 -5.21790 3.45504
H 0.91189 -4.01829 5.36739
H 0.79109 -1.51142 5.35582
H 0.72138 0.49737 4.84477
S 4.62453 -0.53294 5.27719
C 4.60313 -0.62108 3.66019
N 4.54369 -0.69269 2.49024
C -3.08035 2.79862 -3.78179
C -3.46856 2.30769 -2.36109
C -4.55895 1.19356 -2.51579
C -4.11420 3.47175 -1.60698
C -2.19099 1.81929 -1.57873
O -1.09479 2.67147 -1.90746
C -2.34030 1.86945 -0.01911
C -3.39421 1.03417 0.73917
C -3.08075 -0.41302 0.74316
C -2.07360 -0.89008 1.61236
C -1.67018 -2.20337 1.64923
C -2.19833 -3.14599 0.74871
Cl -1.56055 -4.76659 0.81480
C -3.20686 -2.69855 -0.10922
C -3.65738 -1.36787 -0.10097
C -1.74773 0.45559 -2.14594
N -0.36672 0.09175 -1.81767
C 0.23299 -0.08273 -0.63028
N 1.49363 -0.47352 -0.80491
C 1.56410 -0.54719 -2.19684
N 0.50263 -0.16477 -2.84017
H -3.98643 2.86214 -4.36776
H -2.52856 2.07213 -4.36515
H -2.60862 3.81571 -3.80788
H -5.38926 1.61450 -3.05818
H -4.92066 0.88649 -1.51913
H -4.20512 0.30038 -3.02926
H -4.90044 3.93662 -2.19011
H -3.34684 4.23202 -1.33239
H -4.56405 3.12361 -0.69156
H -1.17247 3.43636 -1.36512
H -2.47483 2.93018 0.25062
H -1.34560 1.63839 0.38194
H -4.40836 1.15147 0.26492
H -3.43975 1.40871 1.76636
H -1.56482 -0.17512 2.25531
H -0.90746 -2.51331 2.37228
H -3.69347 -3.41947 -0.74681
H -4.41339 -1.09149 -0.80729
H -1.76649 0.52264 -3.21310
H -2.43000 -0.34507 -1.87346
H -0.29065 0.08206 0.29616
H 2.44652 -0.77385 -2.71938
O 3.89644 3.51886 -0.14456
C 4.37276 2.57188 -0.71901
C 5.14825 2.56820 -2.01480
C 5.47688 1.11029 -2.26349
C 4.74220 0.39819 -1.19762
O 4.60360 -0.85791 -1.03816
N 4.16113 1.22342 -0.34593
H 5.98995 3.18699 -1.86804
H 4.52258 2.94172 -2.84853
H 6.51276 0.85356 -2.11220
H 5.21222 0.77197 -3.28980

***

Entry 5:
37
Properties=species:S:1:pos:R:3 method="wB97M-V/def2-TZVPD" smiles=CCNCC.O.O.O.O.O.O.O lumo_energy_ev=0.353 gap_ev=9.79 homo_ev=-9.435
C -2.43744 -0.90274 0.21716
C -1.09430 -1.66244 0.11943
N -0.11396 -1.06545 1.07510
C -0.50053 -1.04590 2.54749
C 0.77842 -1.20495 3.32479
H -2.49854 -0.56018 1.29676
H -3.17623 -1.38912 -0.44004
H -2.27898 0.04400 -0.30635
H -1.33048 -2.75219 -0.00753
H -0.64041 -1.48049 -0.84549
H 0.73967 -1.62425 0.91077
H -1.10711 -0.14265 2.74795
H -1.18115 -1.90702 2.81205
H 1.60062 -1.69143 2.67201
H 1.27476 -0.28354 3.55816
H 0.62167 -1.72784 4.28095
O -0.36004 -0.20182 -3.99230
H -1.27092 -0.15235 -3.70892
H 0.30696 -0.25724 -3.31447
O -1.56269 2.97280 -0.82823
H -1.11597 2.48922 -0.10882
H -1.61571 3.81605 -0.33683
O 2.40659 -2.56327 -0.30128
H 2.71347 -1.72874 -0.68150
H 2.27227 -3.21300 -0.99912
O 2.98283 -0.67465 -2.27931
H 2.76299 -1.09677 -3.10904
H 2.49820 0.16250 -2.21701
O 0.73158 1.81586 0.92299
H 0.36337 1.00174 1.32235
H 1.53924 1.48056 0.51659
O 0.78717 0.98295 -1.74435
H 0.29991 1.50590 -2.38079
H 0.62047 1.22682 -0.82985
O -2.16368 2.61864 1.95909
H -1.44132 1.99289 1.86433
H -2.31522 2.59291 2.92706

***

Entry 6:
17
Properties=species:S:1:pos:R:3 method="wB97M-V/def2-TZVPD" smiles="[H]/N=C(C(C)=O)/C(O)=C/N" lumo_energy_ev=0.460 gap_ev=8.75 homo_ev=-8.294
H 1.45902 -2.66076 0.64597
N 0.49157 -2.45208 0.37716
C 0.28080 -1.17734 0.36432
C 1.48469 -0.20254 0.51636
C 2.11822 0.23836 -0.77072
O 1.91144 0.06611 1.62747
C -1.01746 -0.50906 0.13243
O -2.04120 -1.22397 -0.46333
C -1.16007 0.80222 0.42882
N -2.25677 1.57486 0.10277
H 3.14136 0.57149 -0.57692
H 2.16257 -0.58618 -1.48582
H 1.54745 1.06895 -1.19248
H -2.86219 -0.76119 -0.22048
H -0.48708 1.32601 1.10567
H -2.67103 1.34904 -0.79955
H -2.10130 2.57607 0.20835

***

Entry 7:
8
Properties=species:S:1:pos:R:3 method="wB97M-V/def2-TZVPD" lumo_energy_ev="2.222 / 2.218" gap_ev="6.53 / 6.54" homo_ev="-4.306 / -4.317" charge=-1
O 1.32391 -0.88214 1.54467
O -0.49444 0.10474 -0.43357
O 5.26134 -1.66084 -0.75569
P 4.41221 -0.75214 0.03742
P 4.28261 1.28803 -0.48615
S 2.73662 1.57387 0.90514
S 1.75853 -0.20228 0.34672
H -0.64558 -0.47224 0.39220

***

Entry 8:
55
Properties=species:S:1:pos:R:3 method="wB97M-V/def2-TZVPD" lumo_energy_ev="-3.388 / -3.601" multiplicity=2 gap_ev="5.67 / 7.26" homo_ev="-9.060 / -10.857" charge=+1
Lu -0.02502 -0.28281 0.10299
C 1.73189 -4.60794 -0.52448
C 1.24478 -3.22389 -0.78465
N 0.68371 -2.44269 0.15567
N 0.99583 -2.91271 1.39696
C 1.68703 -2.21864 2.33892
N 1.65211 -3.00447 3.45160
S 2.39278 -0.69488 1.90059
C 1.12454 -2.75774 -2.12300
C 1.89476 -3.12424 -3.21729
C 2.08556 -2.26604 -4.36717
C 2.04143 -0.85446 -4.31792
C 1.72161 -0.04099 -3.22964
N 0.95585 -0.41779 -2.17513
H 0.86889 -5.30242 -0.55320
H 2.27104 -4.73541 0.41844
H 2.34198 -4.98290 -1.36011
H 0.76607 -3.87493 1.58383
H 0.76382 -3.50967 3.54075
H 2.12057 -2.75360 4.31280
H 2.43748 -4.05262 -3.18159
H 2.31643 -2.74713 -5.34529
H 2.39454 -0.36688 -5.21456
H 2.23301 0.92349 -3.19588
O -1.05413 -1.27820 1.86653
Cl -2.50417 -1.47782 1.29550
O -3.46696 -1.09638 2.25359
O -2.67618 -2.80234 0.79679
O -2.55461 -0.50307 0.13427
S 0.68967 2.31496 1.90416
C -0.32115 2.83620 3.13802
N 0.15280 3.81290 4.00715
C -0.53425 4.25713 5.09823
C -1.71971 3.67478 5.45040
C -2.23418 2.62086 4.62557
C -1.58176 2.29354 3.43970
H 1.03409 4.26332 3.74770
H -0.12184 5.10910 5.64247
H -2.30332 4.01144 6.31878
H -3.19651 2.09004 4.87994
H -2.04225 1.56185 2.77481
S -1.48251 -1.71561 -2.64057
C 0.19466 -1.56985 -2.30633
N -4.03767 2.19510 -4.50115
C -3.01698 2.29995 -3.91464
C -1.85150 2.43689 -3.16848
C -0.87143 3.39826 -3.47326
C 0.29968 3.39771 -2.68687
C 0.33093 2.62996 -1.51401
N -0.66757 1.81761 -1.18017
C -1.78126 1.72852 -1.96880
H -1.10298 4.12205 -4.27473
H 1.11913 4.09770 -2.89563
H 1.16749 2.67434 -0.80331
H -2.56619 1.05040 -1.65828

***

Entry 9:
86
Properties=species:S:1:pos:R:3 method="wB97M-V/def2-TZVPD" lumo_energy_ev="-2.920 / -2.846" multiplicity=2 gap_ev="7.52 / 7.59" homo_ev="-10.439 / -10.439" charge=+1
Ce -0.32028 -0.76977 0.20909
C 0.49606 5.02066 -1.01326
C 0.59766 4.54655 0.43436
C 2.06464 4.27996 0.78589
C -0.28628 3.36310 0.75870
C -1.10718 2.73894 -0.17369
C -2.05385 1.78146 0.20854
C -2.22885 1.45770 1.56144
C -3.44808 0.74067 2.06038
C -1.33238 2.01448 2.48096
C -0.38389 2.93688 2.08530
H 1.09365 5.91834 -1.14380
H -0.52894 5.26479 -1.27945
H 0.87930 4.26730 -1.69702
H 0.24405 5.35948 1.08107
H 2.48513 3.55428 0.09532
H 2.16998 3.90449 1.80018
H 2.62922 5.20527 0.70459
H -1.08190 3.06233 -1.20281
H -2.78547 1.43572 -0.52157
H -3.21448 0.07178 2.88684
H -3.94771 0.17403 1.27865
H -4.15364 1.48141 2.43856
H -1.44852 1.78454 3.53158
H 0.23222 3.40161 2.83862
C -3.26217 -1.56432 -1.95603
N -1.80716 -1.43836 -2.16241
C -1.63155 -0.52565 -3.30405
C -1.29848 -2.78295 -2.51114
C 0.21429 -2.83706 -2.73027
N 0.99330 -2.49785 -1.52404
C 2.33638 -2.06038 -1.93928
C 1.16154 -3.69235 -0.67900
H -3.75461 -1.90291 -2.87584
H -3.68038 -0.59685 -1.67883
H -3.48774 -2.27807 -1.16464
H -2.13115 -0.92040 -4.19627
H -0.57976 -0.36881 -3.53321
H -2.07867 0.43935 -3.06487
H -1.78452 -3.13475 -3.43269
H -1.59405 -3.46829 -1.70975
H 0.48366 -2.12908 -3.51579
H 0.47694 -3.84041 -3.09209
H 2.87028 -2.86192 -2.46415
H 2.91795 -1.77356 -1.06174
H 2.26329 -1.19625 -2.59947
H 1.72373 -4.46941 -1.21213
H 0.19137 -4.10679 -0.39760
H 1.72136 -3.42226 0.22081
C 2.60622 -1.11305 4.85712
C 3.77922 -0.61309 4.31232
C 3.75100 0.06179 3.10839
C 2.55356 0.23849 2.40968
C 1.37376 -0.23453 2.99292
C 1.40244 -0.90154 4.20429
C 2.60993 0.86028 1.09301
C 1.76414 0.60064 0.06860
C 2.11535 1.20606 -1.23910
C 3.41609 1.56812 -1.60721
C 3.68114 2.13079 -2.84127
C 2.66133 2.35360 -3.75165
C 1.36950 1.96756 -3.42658
C 1.11024 1.39205 -2.19639
H 2.62554 -1.66685 5.78235
H 4.71803 -0.75894 4.82496
H 4.66582 0.45761 2.69138
H 0.40086 0.01184 2.53499
H 0.47512 -1.23944 4.64675
H 3.48082 1.50201 0.97428
H 4.22702 1.39430 -0.91900
H 4.69372 2.39987 -3.09503
H 2.87147 2.83106 -4.69584
H 0.56153 2.12063 -4.12958
H 0.08688 1.09430 -1.93217
F -1.18815 -6.10303 5.25915
C -1.50476 -5.17984 4.35167
C -0.50118 -4.51793 3.64784
F 0.78570 -4.79947 3.86562
C -0.85341 -3.56376 2.71196
F 0.12777 -2.85640 2.02364
C -2.17784 -3.24991 2.40387
S -2.58321 -2.16277 1.14647
C -3.16784 -3.90985 3.15177
F -4.44596 -3.59970 2.93122
C -2.84342 -4.85616 4.10804
F -3.80500 -5.46152 4.79815

***

Entry 10:
17
Properties=species:S:1:pos:R:3 method="wB97M-V/def2-TZVPD" lumo_energy_ev="-0.240 / -0.939" gap_ev="7.58 / 6.47" homo_ev="-7.819 / -7.413"
C -2.49485 0.08452 -0.35827
N 0.60775 -1.51809 0.82846
C 1.32035 -0.69912 0.04332
C 0.07759 0.72550 -0.18083
C 2.38556 -0.76218 -0.72780
C 0.43306 1.72600 0.67764
C -0.77357 -1.43949 0.75324
C -1.15610 -0.32333 0.14367
H 1.06433 -2.02509 1.57653
H 0.15464 0.97199 -1.24054
H 2.81004 0.14124 -1.14416
H 2.85988 -1.70771 -0.96302
H -2.49662 0.19559 -1.44819
H -2.78440 1.05665 0.05867
H -3.24203 -0.65955 -0.08599
H 0.36498 1.58449 1.74946
H 0.86940 2.64858 0.31784

***

Entry 11:
24
Properties=species:S:1:pos:R:3 method="wB97M-V/def2-TZVPD" smiles=Cc1c[nH]cn1.CCSC lumo_energy_ev=0.883 gap_ev=9.09 homo_ev=-8.211
C 2.26547 0.21999 2.28627
C 2.07784 0.98689 1.03603
C 1.87225 2.31928 0.84463
N 1.72877 2.50513 -0.51367
C 1.76296 1.26370 -1.07496
N 2.01483 0.35193 -0.18021
H 3.21695 -0.32970 2.26971
H 1.54640 -0.59214 2.36605
H 2.23953 0.81882 3.19095
H 1.96023 3.14379 1.53455
H 1.24550 3.33608 -0.81522
H 1.72931 1.06464 -2.13372
C -1.86222 -0.19693 -1.73191
C -0.92344 -1.25492 -1.17413
S -1.16125 -1.54557 0.59923
C -2.85273 -2.16534 0.54137
H -1.51102 0.11586 -2.72365
H -1.85765 0.72568 -1.16218
H -2.87632 -0.58527 -1.82226
H -1.11413 -2.20930 -1.65206
H 0.11360 -0.99879 -1.31865
H -3.01646 -2.73807 -0.36677
H -2.97471 -2.83772 1.38978
H -3.62370 -1.39802 0.61080